22
Properties=species:S:1:pos:R:3:forces:R:3 method="wB97M-V/def2-TZVPD" e_lumo_ev=-3.77 gap_ev=8.807 relative_energy_kj_mol=0.0 e_tot_ev=-26457.273 total_charge=+1 multiplicity=1
N -2.708 1.726 -0.382 3.4 -0.8 0.8
C -2.023 0.624 0.078 2.6 3.2 -0.9
C -2.568 -0.693 0.358 2.0 -0.5 0.6
C -1.607 -1.823 -0.095 -1.9 -0.1 0.2
N -0.358 -1.729 -0.057 0.1 -0.6 0.7
C 0.147 -0.582 0.650 -1.8 2.0 -0.5
F -0.045 -0.638 2.001 0.2 -1.2 0.3
C 1.500 -0.223 0.293 2.5 -0.7 -2.6
C 2.147 -0.546 -0.939 1.8 2.7 5.0
C 3.488 0.006 -0.931 -0.9 -0.1 -2.6
C 3.750 0.794 0.122 2.2 1.1 1.7
S 2.493 0.792 1.267 -0.4 -0.1 0.1
N -0.694 0.685 0.345 -0.8 0.3 -1.6
H -3.670 1.654 -0.308 -2.2 0.1 -0.2
H -2.291 2.697 -0.461 -0.6 -1.9 0.3
H -3.527 -0.946 0.082 -2.1 0.1 -0.7
H -2.487 -0.648 1.432 -0.4 -0.6 0.9
H -2.219 -2.731 -0.391 1.5 0.9 -0.1
H 1.871 -1.169 -1.680 -1.5 -1.9 -2.2
H 4.107 -0.026 -1.863 -0.3 -0.2 1.2
H 4.732 1.325 0.431 -1.9 -1.0 -0.9
H -0.038 1.451 0.049 -1.4 -0.6 0.4